This record from OMol25 describes a molecular structure, C5H17N3O. The level of theory is wB97M-V/def2-TZVPD.

Summary:
E_LUMO: 0.73 eV
HOMO-LUMO gap: 0.3369 Ha

Geometry as ORCA input:
```
! RIJCOSX wB97M-V def2-TZVPD def2/J DEFGRID3
* xyz 0 1
C -1.825 -0.712 -0.913
C -1.376 -0.912 -2.362
N -1.637 -1.956 -0.181
O -1.192 0.404 -0.342
H -0.111 0.236 0.137
H -2.904 -0.505 -0.906
H -1.972 -1.844 0.769
H -0.645 -2.169 -0.122
H -1.528 0.004 -2.932
H -1.943 -1.716 -2.831
H -0.317 -1.175 -2.410
C 1.328 0.266 0.819
C 0.422 2.025 1.197
C 1.257 -0.763 1.956
N 1.607 -0.383 -0.458
N 0.044 2.668 0.059
H 2.233 0.843 1.046
H 1.345 0.127 -1.292
H 2.565 -0.683 -0.582
H 0.785 3.059 -0.506
H -0.645 2.100 -0.465
H 1.180 2.512 1.802
H -0.418 1.630 1.757
H 0.416 -1.439 1.814
H 1.150 -0.274 2.926
H 2.181 -1.342 2.021
*
```

Charges in e, computed with Mulliken, in the same order as the atoms: C 0.172; C -1.226; N -0.739; O -0.682; H 0.208; H 0.409; H 0.275; H 0.324; H 0.298; H 0.416; H 0.221; C 0.085; C -0.712; C -1.155; N -0.483; N -0.520; H 0.390; H 0.171; H 0.226; H 0.233; H 0.420; H 0.455; H 0.377; H 0.128; H 0.332; H 0.378

=====

This record from OMol25 describes 4 unconnected molecules or ions with the total composition C5H17N3O3. The level of theory is wB97M-V/def2-TZVPD.

Summary:
E_LUMO: -5.76 eV
HOMO-LUMO gap: 0.4077 Ha

Geometry as ORCA input:
```
! RIJCOSX wB97M-V def2-TZVPD def2/J DEFGRID3
* xyz 2 1
C -1.386 -0.342 -0.235
C -0.509 0.887 -0.286
C 0.766 0.862 0.480
C 1.546 -0.149 0.938
N 2.669 0.466 1.449
C 2.610 1.777 1.361
N 1.412 2.041 0.779
N -1.880 -0.706 -1.627
H -0.954 -1.200 0.273
H -2.305 -0.241 0.355
H -0.323 1.178 -1.324
H -1.073 1.792 0.001
H 1.478 -1.221 0.969
H 3.342 -0.078 1.974
H 3.212 2.551 1.807
H 1.082 3.010 0.737
H -1.623 -0.023 -2.340
H -1.412 -1.565 -1.946
H -2.889 -0.735 -1.698
H -2.573 -4.936 -0.562
H -1.404 -5.039 0.425
O -1.862 -4.410 -0.156
H 0.561 5.561 0.097
H -0.428 4.944 0.951
O 0.268 4.683 0.323
H 1.320 -3.030 -1.053
H -0.087 -3.436 -0.810
O 0.442 -2.641 -0.882
*
```

Charges in e, computed with Mulliken, in the same order as the atoms: C -0.588; C -0.248; C -0.080; C -0.441; N -0.033; C -0.259; N 0.101; N -0.282; H 0.348; H 0.397; H 0.325; H 0.383; H 0.516; H 0.275; H 0.412; H 0.152; H 0.372; H 0.306; H 0.369; H 0.326; H 0.330; O -0.663; H 0.305; H 0.333; O -0.682; H 0.316; H 0.337; O -0.626

=====

This record from OMol25 describes a molecular structure, C5H17N3O3Rb. The level of theory is wB97M-V/def2-TZVPD.

Summary:
E_LUMO: -2.92 eV
HOMO-LUMO gap: 0.3347 Ha

Geometry as ORCA input:
```
! RIJCOSX wB97M-V def2-TZVPD def2/J DEFGRID3
* xyz 1 1
Rb 1.529 -0.923 -0.787
C 4.512 0.994 0.766
O 4.009 0.005 0.227
N 3.828 2.157 0.944
N 5.811 0.988 1.173
H 2.906 2.284 0.556
H 4.321 3.019 1.106
H 6.227 0.086 1.315
H 6.284 1.792 1.543
C -2.611 -0.330 -2.082
C -2.758 -1.629 -1.235
C -2.525 -1.323 0.236
O -1.203 -0.816 0.382
C -0.940 -0.432 1.714
N -4.049 -2.289 -1.347
H -2.839 0.577 -1.520
H -3.326 -0.370 -2.903
H -1.600 -0.270 -2.486
H -1.974 -2.310 -1.578
H -2.667 -2.210 0.857
H -3.258 -0.552 0.503
H -0.802 -1.316 2.350
H -1.723 0.168 2.186
H -0.012 0.142 1.754
H -4.791 -1.674 -1.021
H -4.265 -2.414 -2.332
O 0.772 1.860 -0.208
H 0.352 2.117 0.619
H 0.794 2.667 -0.732
*
```

Charges in e, computed with Mulliken, in the same order as the atoms: Rb 0.943; C 0.516; O -0.601; N -0.329; N -0.397; H 0.228; H 0.196; H 0.241; H 0.181; C -1.078; C 0.346; C -0.908; O -0.100; C -0.830; N -0.690; H 0.220; H 0.422; H 0.208; H 0.235; H 0.373; H 0.404; H 0.348; H 0.324; H 0.204; H 0.258; H 0.280; O -0.569; H 0.300; H 0.276

=====

This record from OMol25 describes a gas-phase ion, C5H17N4 (charge +1). The level of theory is wB97M-V/def2-TZVPD.

Summary:
E_LUMO: -2.85 eV
HOMO-LUMO gap: 0.3781 Ha
SMILES string: CN(C)N(CN)[NH+](C)C

Geometry as ORCA input:
```
! RIJCOSX wB97M-V def2-TZVPD def2/J DEFGRID3
* xyz 1 1
C 2.106 0.450 -1.054
N 1.320 0.118 0.113
C 1.958 -0.823 0.974
N -0.253 -0.299 -0.581
C -0.743 -1.554 -0.166
N -2.139 -1.638 -0.519
N -1.109 0.719 -0.013
C -0.819 1.088 1.417
C -0.960 1.883 -0.789
H 3.213 0.082 -0.998
H 1.616 -0.059 -1.967
H 2.337 1.537 -1.117
H 2.810 -0.374 1.541
H 1.239 -1.225 1.725
H 2.419 -1.723 0.558
H -0.040 -2.393 -0.783
H -0.710 -1.791 0.983
H -2.666 -2.369 -0.095
H -2.331 -1.856 -1.468
H -2.057 0.191 -0.194
H 0.292 1.345 1.502
H -1.451 2.038 1.628
H -1.338 0.456 2.188
H -1.871 2.561 -0.727
H 0.126 2.217 -0.687
H -1.036 1.614 -1.860
*
```

Charges in e, computed with Mulliken, in the same order as the atoms: C -1.023; N 0.121; C -1.068; N -0.239; C -0.602; N -0.482; N 0.048; C -0.737; C -0.809; H 0.364; H 0.341; H 0.317; H 0.366; H 0.327; H 0.444; H 0.261; H 0.346; H 0.218; H 0.226; H 0.559; H 0.308; H 0.382; H 0.322; H 0.360; H 0.276; H 0.375

=====

Q: Which of these has the highest E_LUMO?
A: C5H17N3O

=====

Q: Number 4 is which compound?
A: C5H17N4

=====

Q: Look up the E_LUMO of the fourth one.
A: -2.85 eV